ORCA calculation (the ωB97M-V functional and the def2-TZVPD basis) on C11H20N2O8Zn as an isolated structure.

gap between HOMO and LUMO = 0.3047 hartree
E = -79510.5739 eV
HOMO energy = -8.187 eV
energy relative to the best compared isomer or geometry (same formula, charge and spin) = 0.3489 eV
2S+1 = 1

Each line ends with the Mulliken charge.
Positions of all 42 atoms, in Å:
Zn -0.6696 1.2778 -0.2801  0.8005
C -2.6023 -1.0326 2.9602  -1.1364
N -1.8080 -1.7876 1.9962  0.2130
C -1.6515 -3.1769 2.2489  -1.0161
C -1.4994 -1.2110 0.8172  1.2819
O -1.8903 -0.0525 0.5839  -0.7037
C -0.8599 -2.1045 -0.2180  -0.9360
O -0.4668 -1.4415 -1.3441  -0.3268
C 0.9111 -1.3400 -1.4827  -1.2337
C 1.5467 -0.4855 -0.4210  1.1829
O 0.8198 -0.0631 0.4960  -0.8775
N 2.8095 -0.1686 -0.4402  0.0834
C 3.4137 0.6900 0.6291  -0.9287
C 3.6584 -0.2749 -1.6562  -1.0185
H -2.5534 0.0019 2.7232  0.3476
H -2.1836 -1.1861 3.9375  0.4180
H -3.6614 -1.4577 3.0064  0.3249
H -2.2950 -3.4448 3.0907  0.4008
H -0.5959 -3.3888 2.4897  0.2969
H -1.9671 -3.7275 1.3489  0.3414
H -1.6332 -2.8456 -0.5702  0.2277
H -0.0764 -2.5919 0.3895  0.4976
H 1.0791 -0.7540 -2.3724  0.6359
H 1.3528 -2.3262 -1.6012  0.4794
H 4.3788 0.2201 0.9590  0.3228
H 2.7333 0.7241 1.4493  0.2863
H 3.4722 1.7169 0.2553  0.3104
H 4.6420 -0.7540 -1.4468  0.3395
H 3.7767 0.7149 -2.1623  0.3194
H 3.2367 -0.9490 -2.3451  0.3830
O 2.1349 3.8548 -1.2866  -0.6533
C 1.2813 3.0008 -1.2017  0.4867
O 0.4880 2.8463 -0.1921  -0.7968
C 1.0727 1.9268 -2.3478  0.9092
O 1.8507 1.7252 -3.2914  -0.6818
O -0.0170 1.1820 -2.1476  -0.7450
C -3.3727 2.6790 -0.5366  -0.5098
O -2.1927 2.7464 0.2515  -0.4532
H -3.3330 1.6492 -1.0189  0.1507
H -3.4270 3.4296 -1.3330  0.3088
H -4.2135 2.7060 0.0978  0.2798
H -1.6888 3.4724 -0.0341  0.3886

ORCA calculation (the ωB97M-V functional and the def2-TZVPD basis) on an isolated ion of composition C11H20N3 and charge +1.

gap between HOMO and LUMO = 0.3723 hartree
E = -16191.1510 eV
SMILES = C[C@@H]1n2nc(C(C)(C)C)c[n+]2C1(C)C
HOMO energy = -13.870 eV
energy relative to the best compared isomer or geometry (same formula, charge and spin) = 4.1221 eV
total charge = +1
2S+1 = 1

Each line ends with the Mulliken charge.
Positions of all 34 atoms, in Å:
C 0.2750 0.3221 -0.9067  -0.3848
C 1.1126 0.1496 0.3012  -0.1025
C -2.3683 -0.5206 1.0138  -0.0552
C -2.3614 -0.1101 -0.5472  0.5170
C -2.6747 0.4329 2.0701  -1.5202
C -3.3012 1.1277 -0.5731  -1.1469
C -2.4372 -1.3026 -1.5187  -1.3258
C 2.9242 -1.3857 -0.2737  -1.4872
C 3.3720 0.5857 1.2443  -1.5946
C 3.2070 0.8221 -1.1721  -1.6363
C 2.6572 0.1050 0.0486  1.7164
N 0.4037 -0.2593 1.3608  -0.7922
N -0.8779 -0.5300 0.8503  0.3610
N -0.9038 -0.0131 -0.3788  0.4666
H 0.2422 0.8436 -1.7565  0.6285
H -2.7844 -1.4794 1.0865  0.5246
H -2.5307 1.5567 1.9205  0.2996
H -2.1548 0.2029 3.0613  0.3624
H -3.7384 0.3992 2.3159  0.4723
H -3.5593 1.4687 -1.6397  0.3532
H -2.9820 2.0407 0.0694  0.3164
H -4.2675 0.6462 -0.1799  0.3209
H -1.7916 -2.1311 -1.0815  0.3608
H -1.9966 -1.0036 -2.4562  0.3720
H -3.3905 -1.6953 -1.8545  0.3649
H 2.7208 -1.9150 0.6514  0.4291
H 2.3238 -1.8096 -1.1171  0.3055
H 3.9788 -1.3947 -0.5903  0.4800
H 3.0167 -0.0321 2.1401  0.3430
H 3.3158 1.5822 1.4047  0.5031
H 4.4485 0.2561 1.0423  0.3634
H 4.2156 0.4026 -1.3725  0.3787
H 3.2305 1.9019 -1.0347  0.4128
H 2.6757 0.7365 -2.1281  0.3938

ORCA calculation (the ωB97M-V functional and the def2-TZVPD basis) on an isolated ion of composition C11H20N3O and charge +1.

gap between HOMO and LUMO = 0.3613 hartree
E = -18241.2226 eV
SMILES = C/[N+]1=C2/O[C@@H]3CN(CCCN2C3)CCC1
HOMO energy = -12.042 eV
energy relative to the best compared isomer or geometry (same formula, charge and spin) = 2.6932 eV
total charge = +1
2S+1 = 1

Each line ends with the Mulliken charge.
Positions of all 35 atoms, in Å:
C -1.6046 -1.1417 1.4732  -0.5895
C 2.2865 0.7628 0.6730  -0.5633
C -1.2580 -1.7603 0.0837  -0.6086
C 2.3281 0.2897 -0.8416  -0.9132
C -2.1979 0.1292 -1.3460  -0.9121
C -0.5471 -0.1297 1.9402  -0.6982
C 1.1117 1.6577 1.0439  -0.6446
C -1.3372 1.7785 0.3756  -1.2869
C -1.4574 1.4352 -1.1658  0.5234
C 0.0571 -0.1164 -1.1608  0.1211
C 1.6896 -2.0014 -1.3100  -0.9960
N -1.1394 -0.8103 -1.0578  0.1249
N 1.2525 -0.6129 -1.1528  0.3214
N -0.2057 0.9664 0.8969  0.3974
O -0.1654 1.1331 -1.6362  -0.4712
H -2.5614 -0.6599 1.3337  0.2221
H -1.6734 -2.0587 2.2586  0.3731
H 2.3428 -0.1360 1.2869  0.2596
H 3.1842 1.4767 0.9600  0.3790
H -0.2554 -2.1379 0.2426  0.3263
H -2.0011 -2.6467 -0.1268  0.2645
H 2.3498 1.3043 -1.4135  0.2989
H 3.3416 -0.1403 -1.1554  0.4873
H -3.0909 -0.0060 -0.7662  0.3932
H -2.4531 0.0336 -2.4369  0.3583
H -0.9086 0.3387 2.8282  0.4247
H 0.4529 -0.6267 2.3190  0.3053
H 1.3663 1.7764 2.1210  0.3401
H 1.0943 2.6725 0.5089  0.3476
H -1.2159 2.8253 0.5761  0.3999
H -2.2736 1.4647 0.8898  0.3801
H -1.8737 2.2194 -1.8110  0.4868
H 2.1409 -2.0421 -2.3409  0.3783
H 2.3661 -2.4792 -0.5706  0.3359
H 0.8552 -2.7581 -1.5188  0.4344

ORCA calculation (the ωB97M-V functional and the def2-TZVPD basis) on an isolated ion of composition C11H20N3O and charge +1.

gap between HOMO and LUMO (alpha / beta) = 0.2389 / 0.2126 hartree
E = -18239.1236 eV
HOMO energy (alpha / beta) = -8.968 / -13.657 eV
energy relative to the best compared isomer or geometry (same formula, charge and spin) = 0.0000 eV
total charge = +1
<S²> = 2.012
2S+1 = 3

Each line ends with the Mulliken charge.
Positions of all 35 atoms, in Å:
C -0.6981 -0.1376 1.2671  -0.0981
C 0.5982 0.9563 -0.2610  0.2229
C -2.4698 0.4442 -0.5966  -0.7560
C -1.6016 1.3381 -1.5014  0.2101
C -1.5820 0.8861 0.5923  1.3904
C -2.2493 2.6042 -2.0184  -1.4384
C -2.2593 1.7618 1.6348  -1.5369
C 3.3453 -2.5734 0.6040  -1.6314
C 0.9175 -2.8569 0.0252  -1.4077
C 1.7390 -0.7459 1.1332  -1.6894
C 2.0747 -1.8685 0.1366  1.1915
N 0.6058 0.0591 0.7186  0.3279
N -0.7014 1.6014 -0.3449  0.1443
N 1.5868 1.2766 -1.0635  -0.3861
O -0.9360 -0.9276 2.1204  -0.5351
H -3.5076 0.7496 -0.5063  0.3616
H -2.4191 -0.6175 -0.8217  0.2721
H -1.0881 0.8133 -2.3110  0.3879
H -1.4939 3.3033 -2.3666  0.3709
H -2.8350 3.0887 -1.2434  0.3116
H -2.9036 2.3607 -2.8511  0.4118
H -2.8417 2.5412 1.1534  0.4001
H -1.5216 2.2262 2.2854  0.3860
H -2.9167 1.1460 2.2420  0.3749
H 3.1927 -3.0234 1.5811  0.3726
H 3.6135 -3.3605 -0.0946  0.4119
H 4.1797 -1.8797 0.6695  0.3995
H 0.6834 -3.2807 0.9980  0.3485
H 1.1857 -3.6683 -0.6447  0.4687
H 0.0197 -2.3808 -0.3659  0.1965
H 1.4608 -1.1898 2.0924  0.4664
H 2.6000 -0.0890 1.2849  0.4480
H 2.2579 -1.4328 -0.8538  0.2031
H 2.4999 0.8608 -0.9540  0.1823
H 1.4643 2.0148 -1.7403  0.2175